Below is a 2-piece molecular cluster, C4H8O2 overall at a distorted geometry, with properties calculated with the ωB97M-V functional and the def2-TZVPD basis.

Each line ends with the Mulliken charge.
Cartesian coordinates (Å):
C 2.347 0.136 -0.277  -1.10
C 0.911 0.152 0.049  0.73
O 0.549 -0.597 1.218  -0.48
C 0.007 -0.389 -1.046  -0.14
C -1.310 -0.711 -0.875  -0.60
H 2.901 0.976 -0.624  0.35
H 2.703 -0.815 -0.672  0.41
H 0.518 1.179 0.179  0.21
H 0.528 -0.520 -1.996  0.48
H -2.000 0.102 -0.538  0.44
H -1.803 -1.548 -1.348  0.35
H -2.614 1.882 1.259  0.34
H 1.396 -0.640 1.691  0.38
O -2.239 1.173 0.697  -0.36

**Energy relative to the best compared isomer or geometry (same formula, charge and spin)**: 6.1041 eV
**Maximum force**: 0.03227 Eh/bohr
**Total charge**: +1
**Multiplicity**: 2
**Orbital gap (alpha / beta)**: 6.9732 / 7.6134 eV
**⟨S²⟩**: 1.76

---

Below is an isolated ion of composition C9H16N3 and charge +1 at a distorted geometry, with properties calculated with the ωB97M-V functional and the def2-TZVPD basis.

Each line ends with the Mulliken charge.
Cartesian coordinates (Å):
C -3.686 -1.923 0.174  -0.88
C -2.530 -1.318 -0.057  0.25
N -2.241 0.028 -0.030  -0.25
N -0.916 0.447 -0.187  0.00
C -0.436 0.448 -1.711  -0.67
C 0.976 0.474 -2.018  0.48
N 2.143 0.659 -1.934  0.08
C 3.453 0.592 -2.231  -0.83
C 0.100 -0.119 0.632  -0.10
C -0.156 -0.511 2.125  -0.79
C 0.975 0.488 2.564  -0.51
C 0.986 1.056 1.118  -0.58
H -3.933 -2.929 -0.049  0.31
H -4.478 -1.227 0.618  0.21
H -1.622 -1.848 -0.509  0.16
H -2.925 0.735 -0.093  0.19
H -0.734 1.502 -1.983  0.35
H -0.969 -0.229 -2.308  0.43
H 4.110 1.207 -1.513  0.30
H 3.797 -0.395 -2.135  0.39
H 3.631 1.111 -3.193  0.37
H 0.563 -0.964 0.266  0.43
H 0.073 -1.507 2.269  0.29
H -1.187 -0.216 2.304  0.35
H 0.624 1.184 3.348  0.26
H 1.910 0.049 2.771  0.29
H 0.598 2.082 1.213  0.26
H 1.876 1.126 0.547  0.21

**Energy relative to the best compared isomer or geometry (same formula, charge and spin)**: 7.8050 eV
**SMILES**: C=CNN(CC#[N+]C)C1CCC1
**Maximum force**: 0.14331 Eh/bohr
**Total charge**: +1
**Orbital gap**: 6.7776 eV

---

Below is one molecule with the formula C24H21ClN4O4S at a distorted geometry, with properties calculated with the ωB97M-V functional and the def2-TZVPD basis.

Each line ends with the Mulliken charge.
Cartesian coordinates (Å):
O 0.204 0.823 1.441  -0.59
C 0.997 1.731 1.432  0.18
C 2.467 1.685 1.256  0.04
C 3.343 0.634 1.069  0.27
C 4.689 0.967 0.953  -0.44
C 5.073 2.301 1.023  -0.34
N 4.231 3.314 1.192  -0.63
C 2.960 2.994 1.305  0.38
C 1.802 3.915 1.498  0.26
O 1.751 5.112 1.563  -0.62
N 0.691 3.076 1.580  0.19
C -0.658 3.589 1.750  -1.00
C -1.593 2.872 0.817  0.44
C -1.333 2.883 -0.551  -0.22
C -2.081 2.096 -1.407  -0.66
C -3.099 1.318 -0.890  -0.02
S -3.841 0.060 -1.921  1.27
O -3.792 0.459 -3.295  -0.72
O -5.088 -0.354 -1.353  -0.72
N -2.778 -1.215 -1.746  -0.05
C -2.688 -1.797 -0.427  0.11
C -2.027 -3.175 -0.566  -1.58
N -0.733 -3.086 -1.206  0.10
C 0.430 -2.951 -0.467  0.93
C 0.431 -2.731 0.915  -0.26
C 1.608 -2.700 1.637  -0.89
C 2.819 -2.881 0.992  0.19
Cl 4.303 -2.838 1.896  -0.20
C 2.852 -3.095 -0.377  -0.63
C 1.673 -3.133 -1.091  -0.44
C -0.854 -2.472 -2.511  -1.32
C -1.492 -1.080 -2.385  -0.16
C -3.410 1.343 0.456  -0.63
C -2.656 2.127 1.310  -0.63
H 2.995 -0.386 1.017  0.46
H 5.429 0.196 0.814  0.44
H 6.114 2.584 0.938  0.42
H -0.973 3.450 2.790  0.35
H -0.607 4.662 1.536  0.41
H -0.522 3.484 -0.936  0.47
H -1.890 2.070 -2.468  0.53
H -3.704 -1.887 -0.043  0.51
H -2.092 -1.159 0.245  0.08
H -1.934 -3.666 0.401  0.59
H -2.662 -3.793 -1.209  0.38
H -0.490 -2.560 1.447  0.26
H 1.582 -2.522 2.701  0.36
H 3.795 -3.245 -0.878  0.42
H 1.722 -3.337 -2.149  0.46
H 0.120 -2.378 -2.986  0.41
H -1.497 -3.102 -3.132  0.35
H -1.664 -0.638 -3.366  0.58
H -0.825 -0.428 -1.796  0.06
H -4.227 0.737 0.812  0.50
H -2.870 2.132 2.368  0.34

**Energy relative to the best compared isomer or geometry (same formula, charge and spin)**: 0.1464 eV
**SMILES**: O=C1c2cccnc2C(=O)N1Cc1ccc(S(=O)(=O)N2CCN(c3ccc(Cl)cc3)CC2)cc1
**Maximum force**: 0.02130 Eh/bohr
**Total charge**: 0
**Orbital gap**: 7.3257 eV

---

Below is a 2-piece molecular cluster, C11H12NO2 overall at a distorted geometry, with properties calculated with the ωB97M-V functional and the def2-TZVPD basis.

Each line ends with the Mulliken charge.
Cartesian coordinates (Å):
C -1.436 -3.047 -0.923  -1.39
C -1.610 -0.640 0.082  -0.64
C 0.520 -0.179 0.492  -0.46
C -0.915 -1.748 -0.355  0.50
C 0.463 -1.460 -0.171  0.62
C 1.753 0.357 0.838  -0.15
C 2.919 -0.389 0.679  -0.59
C 1.622 -2.253 -0.190  -0.58
C 2.838 -1.667 0.124  -0.43
N -0.749 0.289 0.565  0.08
H -1.046 1.323 0.866  0.20
H -2.685 -0.553 0.108  0.44
H 1.803 1.421 1.061  0.34
H -0.663 -3.469 -1.563  0.37
H -2.274 -2.793 -1.559  0.38
H 3.814 0.170 0.906  0.35
H 1.536 -3.317 -0.381  0.31
H 3.730 -2.276 0.022  0.34
H -1.811 -3.749 -0.179  0.24
C -0.578 3.556 -0.437  -0.63
C -1.801 3.308 0.457  0.58
O -1.708 2.490 1.441  -0.78
O -2.828 3.928 0.153  -0.70
H -0.914 3.595 -1.470  0.26
H 0.065 2.671 -0.463  0.15
H -0.046 4.433 -0.103  0.20

**Energy relative to the best compared isomer or geometry (same formula, charge and spin)**: 0.5082 eV
**Maximum force**: 0.03923 Eh/bohr
**Total charge**: -1
**Orbital gap**: 7.8213 eV

---

Below is C20H18AuN5O8S2 as an isolated structure at a distorted geometry, with properties calculated with the ωB97M-V functional and the def2-TZVPD basis.

Each line ends with the Mulliken charge.
Cartesian coordinates (Å):
Au -0.923 0.048 0.832  1.25
O -0.041 0.795 4.925  -0.71
C 0.084 0.509 3.722  0.34
O -0.935 0.443 2.916  -0.66
C 1.517 0.255 3.145  -0.11
C 2.579 0.547 3.986  -0.38
C 3.883 0.307 3.703  -0.61
C 4.241 -0.377 2.553  -0.25
C 3.203 -0.521 1.601  -0.03
C 1.830 -0.129 1.837  0.72
O 1.107 -0.079 0.737  -0.80
N 3.491 -1.294 0.459  1.01
O 2.798 -2.309 0.167  -0.57
O 4.436 -0.902 -0.273  -0.60
N 4.932 0.563 4.650  0.98
O 4.646 1.192 5.678  -0.59
O 6.071 0.177 4.276  -0.62
H 2.246 0.971 4.932  0.59
H 5.194 -0.831 2.345  0.51
S -3.697 -2.294 0.829  -0.12
C -3.817 -0.644 0.703  0.31
N -2.876 0.320 0.959  0.15
C -3.394 1.654 1.023  0.11
C -2.669 2.756 1.483  -0.57
C -3.173 4.013 1.096  -0.52
C -4.429 4.141 0.484  -0.42
C -5.274 3.056 0.315  -0.48
C -4.722 1.805 0.548  0.61
S -5.404 0.255 0.282  -0.19
H -1.792 2.676 2.048  0.61
H -2.525 4.881 1.274  0.38
H -4.755 5.201 0.279  0.30
H -6.309 3.208 -0.042  0.37
C -0.366 -2.978 -0.953  -1.03
N 0.207 -2.077 -1.924  0.41
C 1.226 -2.765 -2.790  -0.61
C 1.722 -1.903 -3.957  -0.70
C 0.609 -1.061 -4.558  -0.59
N -0.128 -0.342 -3.482  0.06
C -0.940 0.809 -3.928  -1.09
C -0.388 -0.916 -2.276  0.59
O -1.189 -0.359 -1.431  -0.79
H 0.197 -2.967 0.021  0.19
H -0.293 -3.967 -1.317  0.50
H -1.376 -2.723 -0.691  0.08
H 0.696 -3.618 -3.234  0.39
H 2.049 -3.080 -2.071  0.27
H 2.125 -2.576 -4.750  0.35
H 2.588 -1.308 -3.580  0.30
H -0.103 -1.672 -5.170  0.28
H 1.040 -0.297 -5.187  0.38
H -1.356 1.336 -3.056  0.31
H -1.665 0.611 -4.714  0.31
H -0.182 1.457 -4.422  0.37

**Energy relative to the best compared isomer or geometry (same formula, charge and spin)**: 0.0000 eV
**Maximum force**: 0.08074 Eh/bohr
**Total charge**: 0
**Multiplicity**: 3
**Orbital gap (alpha / beta)**: 7.3930 / 4.5611 eV
**⟨S²⟩**: 2.05

---

Below is an isolated ion of composition C5H8N and charge +1 at a distorted geometry, with properties calculated with the ωB97M-V functional and the def2-TZVPD basis.

Each line ends with the Mulliken charge.
Cartesian coordinates (Å):
C 2.133 0.287 -0.047  0.57
C 3.295 -0.261 -0.129  -0.68
C -0.319 -0.136 0.218  -0.17
C -1.526 0.655 -0.159  -0.31
C -2.754 -0.062 -0.132  -0.87
N 0.989 0.679 0.134  -0.05
H 3.504 -0.571 -1.165  0.26
H 4.084 -0.286 0.670  0.30
H -0.658 -0.263 1.300  0.28
H -0.352 -1.163 -0.213  0.36
H -3.502 0.568 0.485  0.29
H -2.609 -1.088 0.220  0.33
H -2.946 -0.034 -1.159  0.33
H 0.660 1.676 -0.024  0.37

**Energy relative to the best compared isomer or geometry (same formula, charge and spin)**: 3.4674 eV
**Maximum force**: 0.08856 Eh/bohr
**Total charge**: +1
**Multiplicity**: 3
**Orbital gap (alpha / beta)**: 7.3860 / 11.0821 eV
**⟨S²⟩**: 2.01

---

Below is a 7-piece molecular cluster, C31H62FIN7O7 overall at a distorted geometry, with properties calculated with the ωB97M-V functional and the def2-TZVPD basis.

Each line ends with the Mulliken charge.
Cartesian coordinates (Å):
C 5.857 3.303 2.300  -0.66
C 4.827 2.338 1.487  -0.23
O 3.925 1.777 2.493  -0.44
C 2.580 1.827 2.076  -0.08
C 1.832 3.156 1.690  -0.41
C 0.317 3.140 1.242  0.87
C -0.500 4.440 0.811  -0.46
C 0.235 5.374 -0.274  0.32
C 0.421 6.831 0.380  -1.17
F 1.434 4.813 -0.839  -0.30
C -0.366 1.725 1.245  0.31
C -1.893 1.423 0.884  -0.11
C -2.972 2.269 1.717  -0.51
C -2.684 2.371 3.296  -0.91
I -4.167 1.289 4.521  0.01
C 0.505 0.474 1.633  -0.95
N 1.893 0.540 2.011  0.12
H 5.212 3.782 3.137  0.27
H 6.309 4.122 1.651  -0.05
H 6.644 2.662 2.846  0.36
H 5.478 1.526 1.009  0.27
H 4.310 2.922 0.655  0.28
H 2.434 4.127 1.726  0.46
H -0.775 4.997 1.784  0.39
H -1.470 4.058 0.307  0.01
H -0.498 5.519 -1.159  0.26
H -0.534 7.035 1.003  0.34
H 1.301 6.896 1.118  0.29
H 0.456 7.613 -0.450  0.35
H -2.005 1.508 -0.258  0.28
H -2.105 0.309 1.123  -0.18
H -3.976 1.702 1.604  0.44
H -3.182 3.320 1.288  0.23
H -1.662 1.991 3.631  0.37
H -2.784 3.484 3.587  0.36
H 0.024 -0.575 1.605  0.43
H 2.397 -0.341 2.238  0.37
C -3.374 -2.650 4.850  -1.27
C -3.992 -3.426 3.721  0.81
O -3.684 -3.220 2.552  -0.60
N -4.916 -4.376 4.025  -0.15
C -5.410 -4.765 5.328  -0.89
H -2.660 -1.932 4.444  0.18
H -4.144 -2.100 5.395  0.35
H -2.840 -3.324 5.524  0.36
H -5.283 -4.851 3.211  0.24
H -5.199 -5.827 5.472  0.29
H -6.491 -4.611 5.345  0.29
H -4.951 -4.192 6.132  0.34
C 5.955 8.604 0.639  -1.37
C 6.380 7.201 0.979  0.86
O 5.621 6.405 1.523  -0.59
N 7.649 6.825 0.664  -0.11
C 8.686 7.607 0.027  -0.87
H 4.921 8.754 0.951  0.26
H 6.583 9.326 1.167  0.38
H 6.018 8.766 -0.439  0.38
H 7.859 5.871 0.923  0.17
H 8.983 7.098 -0.892  0.29
H 9.543 7.653 0.701  0.29
H 8.356 8.617 -0.209  0.35
C -4.670 -2.085 0.321  -1.05
C -4.928 -0.860 -0.513  0.65
O -4.216 0.141 -0.442  -0.58
N -5.987 -0.878 -1.365  -0.17
C -6.936 -1.946 -1.595  -0.94
H -3.796 -1.919 0.947  0.03
H -5.525 -2.286 0.968  0.50
H -4.473 -2.944 -0.325  0.39
H -6.095 -0.020 -1.889  0.27
H -6.892 -2.222 -2.651  0.28
H -7.936 -1.570 -1.368  0.33
H -6.729 -2.821 -0.982  0.35
C -2.502 -2.842 -2.340  -0.87
C -2.091 -4.253 -2.017  0.76
O -2.863 -5.053 -1.502  -0.70
N -0.819 -4.632 -2.314  -0.08
C 0.233 -3.846 -2.918  -0.91
H -3.540 -2.693 -2.046  -0.07
H -1.881 -2.134 -1.787  0.25
H -2.419 -2.663 -3.415  0.47
H -0.619 -5.592 -2.068  0.20
H 0.545 -4.343 -3.839  0.28
H 1.079 -3.817 -2.226  0.30
H -0.086 -2.830 -3.143  0.34
C -1.631 -8.531 -3.658  -1.18
C -0.136 -8.398 -3.761  0.76
O 0.422 -7.306 -3.771  -0.65
N 0.603 -9.537 -3.843  -0.18
C 0.142 -10.908 -3.847  -0.82
H -2.079 -7.539 -3.600  0.20
H -2.025 -9.037 -4.543  0.38
H -1.898 -9.084 -2.755  0.36
H 1.597 -9.365 -3.909  0.24
H 0.600 -11.426 -3.002  0.28
H 0.474 -11.379 -4.775  0.28
H -0.941 -10.980 -3.772  0.32
C 3.525 1.054 -3.663  -1.42
C 3.221 1.261 -2.205  0.91
O 4.090 1.196 -1.342  -0.61
N 1.934 1.530 -1.851  0.09
C 0.773 1.649 -2.706  -0.86
H 4.589 0.849 -3.785  0.31
H 2.963 0.199 -4.046  0.37
H 3.279 1.954 -4.231  0.38
H 1.811 1.657 -0.856  0.02
H 0.351 2.648 -2.573  0.19
H 0.037 0.906 -2.390  0.23
H 1.016 1.495 -3.756  0.42

**Maximum force**: 0.08042 Eh/bohr
**Total charge**: +1
**Orbital gap**: 6.8637 eV

---

Below is one molecule with the formula C3HNO3 at a distorted geometry, with properties calculated with the ωB97M-V functional and the def2-TZVPD basis.

Each line ends with the Mulliken charge.
Cartesian coordinates (Å):
C 0.587 0.291 -0.157  0.39
C -0.164 -0.959 0.216  0.39
O 1.777 0.758 0.117  -0.40
C -1.514 0.358 0.057  0.33
O -0.390 1.204 -0.158  -0.28
O -0.057 -2.118 0.024  -0.39
N -2.692 0.364 0.013  -0.44
H 2.453 0.102 -0.112  0.39

**Energy relative to the best compared isomer or geometry (same formula, charge and spin)**: 4.1821 eV
**Maximum force**: 0.02091 Eh/bohr
**Total charge**: 0
**Orbital gap (alpha / beta)**: 7.0228 / 7.6725 eV